Entry from OMol25: a molecular structure, I2O4P (the ωB97M-V functional and the def2-TZVPD basis).

XYZ file:
```
7
Properties=species:S:1:pos:R:3:mulliken_charge:R:1
O 1.553 0.856 0.913 -0.6419
O 1.446 -1.023 -0.999 -0.6239
O -0.502 -0.787 1.005 -0.6197
O -0.138 0.825 -0.912 -0.5169
P 0.928 -0.064 -0.044 1.0462
I -1.831 -1.737 0.033 0.1357
I -1.456 1.930 0.004 0.2204
```

- HOMO level: -5.2 eV
- Charge: -1
- Orbital gap: 7.75 eV